No. 1
Formula: C56H44ClFeN10O2S3
Source: OMol25
Level of theory: ωB97M-V/def2-TZVPD

Atoms and positions in Å:
Fe -16.27393 -12.62534 11.68924
C -13.15317 -13.70926 14.99316
C -13.79083 -13.91939 13.79562
N -15.15592 -13.92691 13.69812
C -15.81094 -13.71885 14.74081
C -15.15405 -13.57481 16.00204
N -13.83758 -13.58802 16.11859
C -17.32269 -13.66455 14.59464
C -18.10839 -14.11556 15.63165
C -19.48490 -14.27187 15.38216
C -19.94331 -13.95686 14.11450
C -19.04633 -13.52533 13.13302
N -17.74242 -13.38063 13.36668
C -19.54436 -13.18122 11.76915
C -20.84386 -13.13110 11.33999
N -21.15139 -12.94713 10.04061
C -20.13263 -12.87080 9.19040
C -18.80854 -13.03632 9.64795
N -18.50621 -13.08167 10.88348
C -20.34540 -14.72512 16.46219
C -20.00456 -15.71897 17.43815
C -20.98305 -16.19643 18.31724
N -22.27462 -15.72882 18.36387
C -22.53906 -14.72271 17.53393
C -21.62534 -14.24570 16.53387
H -12.06097 -13.57703 15.06825
H -13.25026 -13.89428 12.86157
H -15.69207 -13.46736 16.97310
H -17.65353 -14.31021 16.57722
H -20.99259 -14.00338 13.80857
H -21.75342 -13.17238 11.99815
H -20.30724 -12.55829 8.15370
H -17.98086 -12.99056 8.91950
H -19.00751 -16.07962 17.44895
H -20.70859 -16.95472 19.02798
H -23.51561 -14.23310 17.66550
H -21.96225 -13.39444 15.92941
N -16.84991 -10.66705 10.45992
S -16.80746 -9.96203 9.21430
N -15.74082 -10.32686 8.00908
S -14.27839 -10.66752 8.35819
N -13.81519 -11.78937 9.32411
S -14.42063 -13.29807 9.28564
N -15.70316 -13.59116 9.92047
C -14.44905 -13.81657 7.55567
C -13.28991 -14.19913 6.89754
C -13.26601 -14.59938 5.58337
C -14.46975 -14.65899 4.92412
C -15.66924 -14.31787 5.57679
C -15.64233 -13.87550 6.92167
C -13.04961 -14.17549 9.97646
C -13.17804 -15.55324 10.19581
C -12.18399 -16.21874 10.86611
C -11.08649 -15.52933 11.31504
C -10.99279 -14.13027 11.18545
C -11.94361 -13.45371 10.45640
C -13.47963 -9.23621 9.05552
C -13.70537 -8.09906 8.36189
C -13.07307 -7.00430 8.78577
C -12.26445 -6.96728 9.91850
C -12.09090 -8.17476 10.60003
C -12.67113 -9.34571 10.16225
C -13.58017 -10.92232 6.70213
C -12.14637 -10.86361 6.57293
C -11.62519 -11.26178 5.35870
C -12.47576 -11.54772 4.27018
C -13.87405 -11.49826 4.45247
C -14.40934 -11.21497 5.66813
C -16.53775 -8.18428 9.52498
C -16.31822 -7.87241 10.85135
C -16.20954 -6.52862 11.26570
C -16.52056 -5.56121 10.33884
C -16.92338 -5.89060 9.05252
C -16.93164 -7.21244 8.64667
C -18.33231 -9.96426 8.25310
C -19.40722 -9.39447 8.90792
C -20.65530 -9.50084 8.31614
C -20.85202 -10.20208 7.09122
C -19.76995 -10.69814 6.42255
C -18.51706 -10.56046 7.01395
H -12.37696 -14.14490 7.44026
H -12.31901 -14.93632 5.25836
H -14.51812 -15.26469 4.03296
H -16.66846 -14.53926 5.11394
H -16.54284 -13.44947 7.38510
H -14.03933 -16.08801 9.75642
H -12.40389 -17.29772 10.99640
H -10.32484 -16.10765 11.86784
H -10.18795 -13.56820 11.60578
H -11.92480 -12.39123 10.52980
H -14.36795 -7.95662 7.52491
H -13.15260 -6.11485 8.13717
H -11.80106 -6.07057 10.34850
H -11.57048 -8.18275 11.54598
H -12.49130 -10.24676 10.71174
H -11.57557 -10.54236 7.40246
H -10.57904 -11.18581 5.19459
H -12.03286 -11.67066 3.32501
H -14.51287 -11.43208 3.54650
H -15.47298 -11.19456 5.78758
H -16.25869 -8.72522 11.50366
H -16.12729 -6.17427 12.27240
H -16.57406 -4.52255 10.65040
H -17.28911 -5.05380 8.45047
H -17.42953 -7.44522 7.70513
H -19.37802 -8.92187 9.90648
H -21.48742 -9.03050 8.79452
H -21.90522 -10.22080 6.68718
H -19.77865 -11.18164 5.42612
H -17.75589 -11.05502 6.48420
Cl -12.22582 -10.05174 13.87907
C -13.99214 -10.21075 14.05233
C -14.74101 -11.05516 13.03365
O -15.93859 -11.26038 13.27716
O -14.10408 -11.62728 12.08493
H -14.45447 -9.17508 14.00163
H -14.20623 -10.65112 15.01359

Energy relative to the best compared isomer or geometry (same formula, charge and spin)   55.6 kJ/mol
Charge   +1
2S+1   5

=====

No. 2
Formula: C14H17EuN
Source: OMol25
Level of theory: ωB97M-V/def2-TZVPD

Atoms and positions in Å:
C -0.30031 1.11053 -3.43197
C 1.10957 1.19736 -3.17317
C 1.30100 2.14956 -2.11542
C 0.01098 2.62593 -1.70604
C -0.96961 1.98956 -2.52482
Eu -0.07038 -0.42324 -1.02040
N -1.93799 -1.09285 -1.95829
C 0.16830 -2.50611 -1.55536
C 1.34039 -2.24513 -2.34417
H 2.26188 2.61073 -1.82844
H 1.89793 0.73163 -3.77224
H -0.17494 3.47602 -1.03760
H -2.03991 2.24200 -2.55299
H -0.77216 0.58027 -4.26954
H 1.23645 -2.14515 -3.45912
H 0.00828 -2.61525 -0.41727
H -2.71417 -1.86926 -2.41295
H 2.48155 -2.38650 -2.02813
H -0.33063 -3.33780 -2.11115
C -1.41929 0.46496 1.17471
C -0.61741 0.19843 2.33803
C 0.65272 -0.46183 2.25180
C 1.37462 -0.74363 3.42043
C 0.85749 -0.41485 4.67553
C -0.37192 0.23303 4.78724
C -1.09991 0.55607 3.64125
H -2.11987 -0.32303 0.81523
H -1.73711 1.50414 0.98466
H 1.05895 -0.75404 1.26205
H 2.34381 -1.22214 3.32370
H 1.42037 -0.67042 5.57836
H -0.77738 0.49262 5.76131
H -2.07129 1.04839 3.70476

Energy relative to the best compared isomer or geometry (same formula, charge and spin)   495.7 kJ/mol
Charge   -2
2S+1   8

=====

No. 3
Formula: C5H10O
Source: OMol25
Level of theory: ωB97M-V/def2-TZVPD

Atoms and positions in Å:
C -0.06158 -0.52001 1.95138
C -0.58009 -0.69426 0.52422
C -0.15680 0.42518 -0.40675
O -0.76793 1.66007 -0.13327
C 1.25411 0.55810 -0.86797
C 0.17924 0.13009 -1.84171
H -0.53451 -1.23397 2.63407
H -0.26385 0.49226 2.31625
H 1.02106 -0.68499 1.99906
H -1.68051 -0.73002 0.52421
H -0.24362 -1.65565 0.11602
H -1.69278 1.58227 -0.40116
H 1.62906 1.57324 -0.96159
H 1.98287 -0.17813 -0.54046
H -0.13141 0.85076 -2.59288
H 0.17263 -0.90647 -2.17034

Energy relative to the best compared isomer or geometry (same formula, charge and spin)   94.9 kJ/mol
2S+1   1

=====

No. 4
Formula: C14H10Cl5NPt
Source: OMol25
Level of theory: ωB97M-V/def2-TZVPD

Atoms and positions in Å:
C -0.40771 3.16983 0.91209
C 0.53804 2.92818 -0.11361
C 1.52984 1.99881 0.39136
C 1.05863 1.57514 1.74143
C -0.12564 2.34879 2.02329
Pt 0.15510 0.36172 0.10333
C -1.07737 0.95488 -1.54814
C -2.33632 0.99328 -0.65525
C -3.57350 1.41722 -1.08365
N -1.89237 0.55861 0.51977
H 2.53012 1.83335 0.00748
H 0.60936 3.43520 -1.07428
H 1.67591 1.03199 2.44960
H -0.63499 2.37027 2.98611
H -1.18409 3.93396 0.87937
H -0.86999 1.93100 -1.99831
H -2.43975 0.53479 1.38751
H -1.12693 0.15985 -2.29852
H -3.64830 1.75266 -2.11314
H -4.41695 1.40511 -0.39608
Cl 3.24779 -0.66608 0.87979
C 2.18427 -1.87967 0.29024
C 0.86368 -1.54332 -0.05195
C 0.01305 -2.56331 -0.49623
Cl -1.61894 -2.22049 -0.89668
C 0.46455 -3.89460 -0.62261
Cl -0.61215 -5.10499 -1.16756
C 1.79973 -4.22011 -0.30311
Cl 2.35554 -5.82560 -0.47645
C 2.66244 -3.19935 0.16131
Cl 4.27696 -3.57713 0.56290

2S+1   5

=====

No. 5
Formula: C28H27FMoN4S2Si
Source: OMol25
Level of theory: ωB97M-V/def2-TZVPD

Atoms and positions in Å:
Mo -1.22571 -1.02835 0.59662
S 2.55140 1.21164 0.82219
C 3.00064 -0.42885 0.59555
C 2.21781 -1.48709 0.23396
C 0.83753 -1.19956 0.19111
C 0.95795 1.26089 -0.13913
C -1.39131 2.13688 -0.24642
C -2.01217 3.21019 -0.86365
C -3.24502 3.05844 -1.47723
C -3.84705 1.81184 -1.48141
C -3.19782 0.78648 -0.83515
N -2.01148 0.92746 -0.20971
H 4.02970 -0.60514 0.89328
H 2.60745 -2.49241 0.20732
H -1.51751 4.16928 -0.87469
H -3.72072 3.90323 -1.95735
H -4.79566 1.63380 -1.96636
H -3.63813 -0.20363 -0.81436
C -3.76931 -1.38500 1.62043
Si -3.08298 -3.15843 1.39916
C -3.68126 -3.89678 -0.18807
C -3.42286 -4.13690 2.92012
N -1.31469 -2.79061 1.29568
C -0.34209 -3.70910 1.74526
C -0.36487 -5.05847 1.39655
C 0.60830 -5.91705 1.87739
C 1.59249 -5.44474 2.73797
C 1.61679 -4.10919 3.11606
C 0.65675 -3.26459 2.60695
F 0.65175 -1.96400 2.97724
H -4.65489 -1.24555 0.99875
H -3.22198 -0.42926 1.60271
H -4.11580 -1.41105 2.65847
H -4.76917 -3.99774 -0.17354
H -3.26922 -4.89413 -0.35038
H -3.41355 -3.28182 -1.05103
H -4.49633 -4.15698 3.12224
H -2.92080 -3.70517 3.78818
H -3.08755 -5.16924 2.81045
H -1.13054 -5.42314 0.72289
H 0.59468 -6.95796 1.58669
H 2.34189 -6.12087 3.12545
H 2.35748 -3.72211 3.80257
S 1.77872 5.49520 -1.47922
C 1.25914 3.87997 -1.03156
C 0.60090 3.67696 0.11990
C 0.00110 2.32332 0.39967
N 0.36935 -0.01680 0.11653
C 1.26685 1.50653 -1.58790
C 1.42926 2.76767 -1.98306
C 3.28280 5.12575 -2.34987
C 4.23872 4.26929 -1.81857
C 5.39050 4.04226 -2.55498
N 5.64005 4.61294 -3.73139
C 4.72687 5.44941 -4.21205
C 3.52754 5.73577 -3.56943
H 0.44748 4.47895 0.83030
H -0.10252 2.17345 1.47871
H 1.43282 0.65993 -2.24214
H 1.72123 2.99749 -2.99936
H 4.10103 3.80449 -0.85061
H 6.15816 3.37722 -2.17555
H 4.95485 5.91185 -5.16536
H 2.81303 6.41312 -4.01681

Energy relative to the best compared isomer or geometry (same formula, charge and spin)   317.1 kJ/mol
Charge   +2
2S+1   3

=====

No. 6
Formula: C24H56
Source: OMol25
Level of theory: ωB97M-V/def2-TZVPD

Atoms and positions in Å:
C -52.24923 -47.69684 8.01791
C -51.00193 -47.67479 9.13124
C -50.73738 -48.90109 9.84332
C -49.72079 -48.86249 10.95482
C -49.46786 -50.10303 11.71671
C -48.77977 -51.20278 10.85296
H -52.58489 -46.77634 7.52851
H -52.99815 -47.78950 8.83276
H -52.39299 -48.63853 7.37504
H -51.13809 -46.75392 9.70502
H -50.16138 -47.48511 8.72940
H -50.28470 -49.51899 9.10819
H -51.72362 -49.14937 10.04384
H -50.17092 -48.09825 11.46392
H -48.82022 -48.66764 10.44661
H -50.40205 -50.49046 12.10128
H -49.15591 -49.81916 12.61530
H -49.37329 -51.63411 10.11595
H -48.45058 -51.96352 11.49885
H -47.79356 -50.88743 10.64477
C -57.90182 -48.07354 10.94431
C -56.55766 -48.69997 11.61043
C -55.35672 -47.70996 11.35709
C -53.95990 -48.23556 11.62362
C -53.83127 -48.72576 13.19110
C -53.65765 -47.54211 14.15735
H -58.35916 -47.34494 11.64902
H -58.60717 -48.82759 10.67574
H -57.63991 -47.50928 9.92884
H -56.24051 -49.61999 11.41986
H -56.77312 -48.84246 12.70952
H -55.28124 -46.80680 11.72201
H -55.35933 -47.28774 10.30767
H -53.06564 -47.65367 11.49821
H -53.64197 -49.18503 11.02626
H -53.18502 -49.44551 13.40301
H -54.46630 -49.12850 13.77697
H -52.80944 -47.05409 13.89636
H -53.48823 -47.78392 15.22969
H -54.52316 -46.85787 13.98042
C -61.22866 -50.87192 12.61376
C -60.06257 -50.89857 13.71286
C -59.32788 -52.19429 13.54778
C -58.30182 -52.37264 14.68943
C -56.95980 -51.47922 14.55874
C -56.05855 -52.00912 13.32631
H -61.75504 -50.01563 12.67420
H -61.86008 -51.69485 12.90125
H -60.85733 -51.11883 11.58749
H -60.56809 -50.90628 14.65158
H -59.35014 -50.09092 13.58018
H -58.91736 -52.13280 12.48033
H -60.01969 -53.10820 13.53943
H -58.00742 -53.33098 14.50840
H -58.57545 -52.48670 15.72896
H -56.32027 -51.43482 15.43875
H -57.06324 -50.33066 14.44714
H -56.47636 -51.98684 12.33235
H -56.09888 -53.03745 13.40293
H -55.19765 -51.47011 13.56541
C -52.70048 -53.92308 12.20749
C -52.19378 -53.64286 10.73856
C -52.53623 -52.21309 10.31492
C -53.95772 -52.39213 9.65360
C -54.33410 -51.14901 8.83350
C -55.75132 -51.28750 8.37383
H -53.67458 -53.35925 12.39623
H -52.07838 -53.50417 12.91795
H -52.66357 -54.98291 12.47030
H -52.45901 -54.24764 9.96108
H -51.22939 -53.68991 10.63258
H -51.83840 -51.84977 9.72386
H -52.49102 -51.47045 11.02599
H -54.63970 -52.44093 10.49032
H -54.04781 -53.28657 8.98849
H -53.75523 -51.11766 7.86928
H -54.22083 -50.14570 9.42408
H -56.15972 -52.12566 7.93250
H -56.02645 -50.48791 7.81714
H -56.30212 -51.05058 9.33697

Energy relative to the best compared isomer or geometry (same formula, charge and spin)   893.4 kJ/mol
2S+1   1

=====

No. 7
Formula: C51H61Cl2CoNO4PSi
Source: OMol25
Level of theory: ωB97M-V/def2-TZVPD

Atoms and positions in Å:
Co 0.31832 0.06131 0.33471
C -2.19609 -1.23278 2.92653
C -2.16471 -2.20814 1.74980
C -1.20207 -3.35140 2.04114
P -1.60032 -1.25567 0.25451
C -2.03231 -2.22443 -1.30711
C -3.35138 -2.99079 -1.29741
C -0.87662 -3.13863 -1.70459
C -2.82946 0.08561 0.22823
C -4.17371 -0.09030 0.52598
C -5.05802 0.97669 0.57923
C -6.51567 0.79366 0.86479
C -4.54813 2.25543 0.35065
C -3.23009 2.45417 0.02961
C -2.32258 1.37490 -0.06211
N -1.01864 1.56718 -0.38022
C -0.72608 2.67474 -1.15512
C -1.45961 2.95692 -2.33102
C -2.47100 2.00066 -2.88820
C -1.22042 4.13576 -3.01710
C -0.26728 5.05713 -2.60586
C -0.06493 6.35350 -3.32979
C 0.51736 4.72695 -1.50690
C 0.31431 3.55969 -0.79369
C 1.16305 3.26012 0.39340
H -2.31396 -1.77574 3.86334
H -3.01797 -0.52335 2.83830
H -1.25799 -0.67745 2.97312
H -3.16889 -2.60199 1.55422
H -0.18899 -2.96130 2.13693
H -1.22609 -4.09930 1.25068
H -1.47230 -3.83413 2.97980
H -2.10914 -1.42730 -2.05809
H -3.34764 -3.78585 -0.55474
H -3.49500 -3.45175 -2.27507
H -4.19719 -2.33264 -1.11360
H -0.89888 -4.05702 -1.12366
H 0.07189 -2.63434 -1.53269
H -0.94849 -3.39975 -2.75975
H -4.54732 -1.08362 0.72780
H -6.77502 -0.25283 0.99755
H -7.11510 1.19381 0.04802
H -6.79917 1.33497 1.76575
H -5.20606 3.10754 0.44092
H -2.85967 3.45542 -0.12975
H -2.26904 0.98108 -2.57259
H -2.45498 2.04463 -3.97426
H -3.47458 2.26269 -2.55631
H -1.80863 4.34311 -3.89966
H -0.85949 6.51557 -4.05314
H 0.88648 6.35390 -3.86341
H -0.05329 7.18776 -2.62812
H 1.29607 5.40391 -1.17891
H 2.08907 3.83167 0.37352
H 1.38718 2.18948 0.42354
H 0.63333 3.50181 1.31463
O 0.58122 -0.14738 -2.06800
H 1.43323 -0.60247 -2.03000
H 0.71166 0.66929 -2.55776
Cl 4.64613 2.57427 -3.63670
C 3.57998 2.53655 -2.22303
Cl 3.47262 0.90188 -1.53030
H 2.58289 2.84771 -2.53201
H 4.00119 3.20929 -1.47647
O 0.53490 0.59099 2.16724
Si 1.03985 1.41055 3.41543
C 1.09617 0.49590 5.08665
C 1.33151 1.21509 6.25316
C 1.42718 0.58580 7.48172
C 1.26326 -0.78765 7.56592
C 1.00614 -1.51564 6.41526
C 0.93489 -0.88063 5.18475
C 2.78094 2.13447 3.06521
C 3.38457 3.10012 3.86071
C 4.56435 3.71294 3.47824
C 5.19441 3.34665 2.30299
C 4.64958 2.33518 1.53322
C 3.45611 1.74691 1.91228
C -0.21899 2.85748 3.57230
C -1.49363 2.70405 3.03602
C -2.41460 3.73491 3.05190
C -2.07185 4.96495 3.58552
C -0.81792 5.12937 4.14614
C 0.09070 4.08505 4.14305
H 1.44629 2.28736 6.20102
H 1.62881 1.16563 8.37390
H 1.33797 -1.28702 8.52388
H 0.86708 -2.58737 6.47710
H 0.77976 -1.45222 4.28351
H 2.93964 3.37220 4.80501
H 4.99362 4.48996 4.09183
H 6.10641 3.83953 1.99673
H 5.15883 2.02467 0.63167
H 3.03018 0.96096 1.30753
H -1.75656 1.76087 2.58498
H -3.39941 3.58203 2.63584
H -2.77361 5.78720 3.56131
H -0.54276 6.08034 4.58005
H 1.06384 4.24144 4.58079
C 6.59106 -5.87397 0.56900
C 5.49346 -4.84871 0.60921
C 4.16326 -5.20558 0.47277
C 3.14837 -4.25997 0.54592
C 1.72592 -4.70935 0.40435
C 3.47024 -2.92172 0.76407
C 4.80570 -2.53711 0.89380
C 5.18040 -1.10178 1.10182
C 5.79287 -3.50831 0.81409
C 2.31825 -1.94897 0.97452
O 1.70124 -2.00601 2.02930
O 2.02860 -1.16485 0.01036
H 6.20870 -6.83991 0.24505
H 7.03086 -5.99188 1.56125
H 7.38785 -5.57087 -0.11061
H 3.90622 -6.24501 0.31943
H 1.37103 -5.12805 1.34581
H 1.64792 -5.47256 -0.36846
H 1.08881 -3.87010 0.15254
H 4.86852 -0.51660 0.23807
H 6.25671 -0.99849 1.22323
H 4.68727 -0.69100 1.98210
H 6.82668 -3.21648 0.92789

2S+1   5

=====

In the order shown, the computed total energy values come out to -157185.2814, -35600.4184, -7393.7815, -82021.9452, -69540.0198, -25786.6730, -143400.2261 eV.